C4H9N2O | wB97M-V/def2-TZVPD

Last column: Löwdin charge in e.
CARTESIAN COORDINATES (ANGSTROEM)
C 3.077 -0.493 0.049  0.079
C -0.295 1.733 -0.204  -0.031
C -0.765 -1.903 0.222  0.016
C -0.372 0.442 0.446  -0.124
N 1.956 -0.244 0.077  0.110
N -0.883 -0.527 -0.197  -0.174
O -1.390 -0.377 -1.470  0.138
H 4.049 -0.494 -0.260  0.057
H -1.905 -1.100 -1.581  0.069
H 0.714 1.517 -0.760  0.122
H -0.022 2.651 0.458  0.138
H -0.924 1.941 -1.119  0.115
H -1.769 -2.281 0.662  0.150
H 0.030 -1.888 0.901  0.064
H -0.456 -2.624 -0.612  0.144
H 0.182 0.390 1.335  0.127

Cartesian forces (eV/Å) of the 2 atoms listed first:
C -2.7 0.9 -0.3
C 2.4 2.2 -1.8

Values from the calculation:
- Frontier orbital gap: 11.63 eV
- Charge: +1